Record 1
17
Properties=species:S:1:pos:R:3:forces:R:3 method="wB97M-V/def2-TZVPD" smiles=CSC.CC mol_weight_g_mol=92.21 homo_lumo_gap_ev=9.38 e_lumo_ha=0.03449 de_lowest_kcal_mol=45.41 e_homo_ev=-8.44 total_energy_ha=-557.69805
C 0.120206 0.594468 -3.096524 0.60 -0.51 0.18
S 0.134512 1.611616 -1.584910 2.66 1.73 -0.89
C -1.096827 1.387015 -0.409360 -3.03 2.13 2.43
H -0.815893 0.512569 -3.706875 1.04 0.56 0.38
H 1.117516 0.879238 -3.612503 -2.10 0.07 0.49
H 0.374187 -0.368412 -2.706097 -0.18 -1.05 -0.20
H -1.152853 2.348491 0.290870 0.97 -1.52 -1.58
H -1.089034 0.612383 0.390276 -0.16 -0.08 -1.28
H -2.061319 1.618551 -0.902755 -0.03 -1.16 0.44
C 0.496834 -1.375769 1.164947 3.96 1.96 0.75
C 0.568217 -0.901113 2.622939 1.44 -3.26 -0.05
H 1.385766 -2.107785 1.194052 -0.94 1.36 -1.40
H -0.299820 -1.941694 0.886085 -2.67 -1.48 -0.39
H 0.495981 -0.414110 0.491097 0.93 -2.33 0.88
H 0.343014 -1.737716 3.333027 0.11 0.64 -0.53
H -0.093895 -0.164522 2.770425 -2.46 2.87 0.94
H 1.573408 -0.553208 2.875307 -0.15 0.07 -0.18

---

Record 2
13
Properties=species:S:1:pos:R:3:forces:R:3 method="wB97M-V/def2-TZVPD" smiles="[H]/N=C(/C)OC=C" mol_weight_g_mol=85.11 homo_lumo_gap_ev=10.49 e_lumo_ha=0.03726 de_lowest_kcal_mol=61.35 e_homo_ev=-9.48 total_energy_ha=-286.53387
H 1.297720 0.614265 -1.893151 -0.82 0.60 0.18
N 1.220397 -0.290238 -1.469036 1.64 0.64 -0.56
C 0.729148 -0.572602 -0.368730 -2.35 -0.17 -0.14
C 0.904203 -1.920808 0.122716 1.96 -4.15 0.15
O -0.286572 0.033570 0.404035 1.37 0.23 -0.34
C -0.439709 1.389679 0.366506 -1.24 0.61 0.75
C -1.649085 1.931647 0.420031 -0.05 1.93 -0.46
H 1.966737 -2.118350 0.489075 -1.41 0.71 0.29
H 0.955201 -2.715434 -0.679640 -0.36 1.34 0.10
H 0.143838 -2.349043 0.772788 0.18 0.65 0.52
H 0.369063 2.028426 0.635716 1.21 0.05 -0.53
H -1.786837 3.092439 0.411708 0.31 -2.53 0.27
H -2.501284 1.276635 0.427471 -0.44 0.09 -0.23

---

Record 3
38
Properties=species:S:1:pos:R:3:forces:R:3 method="wB97M-V/def2-TZVPD" smiles=BrCc1c(Br)c(COc2c(Br)cc(Br)cc2Br)c(CBr)c(CBr)c1CBr mol_weight_g_mol=871.51 homo_lumo_gap_ev=9.14 e_lumo_ha=-0.00690 de_lowest_kcal_mol=4.12 e_homo_ev=-9.33 total_energy_ha=-21322.35639
Br -5.116206 0.261129 0.871861 -0.26 -0.08 0.04
C -4.244790 -0.711358 -0.560307 1.22 -1.17 0.14
C -2.815974 -0.184436 -0.729333 0.20 -0.90 0.98
C -1.700658 -0.835996 -0.069037 -0.27 0.97 -1.56
Br -2.034791 -2.367503 1.101519 0.10 1.00 -0.76
C -0.373585 -0.414641 -0.380139 -0.56 0.42 0.61
C 0.808978 -1.102064 0.293817 -0.42 -0.59 0.57
O 1.647830 -0.176932 1.016486 -0.26 0.14 0.08
C 2.551301 -0.794282 1.839881 -0.18 -0.11 -0.55
C 2.182358 -1.223750 3.124278 0.46 -0.53 0.19
Br 0.408431 -0.869268 3.792988 0.96 -0.19 -0.37
C 3.111289 -1.934388 3.904140 -0.15 0.61 0.62
C 4.424390 -2.095863 3.430198 -0.97 -0.11 0.73
Br 5.754378 -2.844112 4.547260 -0.15 -0.11 0.03
C 4.792194 -1.679907 2.181211 -0.14 0.49 -1.06
C 3.853126 -1.033056 1.372318 -0.16 -0.11 0.38
Br 4.340986 -0.456422 -0.387996 -0.07 -0.27 0.67
C -0.177556 0.705357 -1.256966 -0.82 0.16 0.57
C 1.220708 1.218084 -1.581985 -0.22 -1.29 0.47
Br 1.651622 2.841985 -0.548909 0.04 -0.52 -0.53
C -1.307212 1.410137 -1.755685 0.33 0.36 0.07
C -1.165367 2.658137 -2.613612 0.19 -0.32 0.18
Br -1.456306 4.380843 -1.625680 -0.07 -0.87 -0.51
C -2.613839 0.979562 -1.494495 -0.50 -0.45 -0.22
C -3.837887 1.737459 -2.103311 0.60 -0.74 1.56
Br -4.230004 1.009048 -3.905564 0.07 0.51 0.68
H -4.273953 -1.800888 -0.302129 0.20 1.14 0.02
H -4.794078 -0.638805 -1.486952 -0.30 0.47 -0.07
H 1.403701 -1.613538 -0.443512 0.50 -0.12 -0.59
H 0.487648 -1.912110 0.990046 -0.06 0.80 -0.47
H 2.843382 -2.243729 4.936125 0.22 0.18 -0.95
H 5.790795 -1.857740 1.815404 0.09 0.08 -0.02
H 1.316899 1.360503 -2.664876 0.14 0.44 0.44
H 1.957251 0.454799 -1.269640 -0.35 0.70 -0.23
H -0.188557 2.744808 -3.058966 0.34 0.17 0.17
H -1.854676 2.611872 -3.453886 -0.24 0.32 0.25
H -4.722476 1.601068 -1.439917 0.57 -0.11 -0.87
H -3.639353 2.815998 -2.084634 -0.07 -0.38 -0.68

---

Record 4
71
Properties=species:S:1:pos:R:3:forces:R:3 method="wB97M-V/def2-TZVPD" spin_multiplicity=2 mol_weight_g_mol=606.41 homo_lumo_gap_ev="8.38 / 8.40" s_squared=0.780 e_lumo_ha="-0.10792 / -0.10718" de_lowest_kcal_mol=0.00 e_homo_ev="-11.31 / -11.32" total_energy_ha=-3914.86134 total_charge=+1
Fe 0.255299 0.336876 1.110143 -0.66 -0.54 -0.25
C 2.647512 0.429793 3.718409 0.04 0.02 -0.05
P 0.956897 0.011083 3.217623 -0.09 -0.06 0.20
C 0.743543 -1.710506 3.737209 0.00 0.01 -0.04
C -0.118270 0.967826 4.351203 0.00 -0.03 -0.09
C -1.544588 0.860797 3.806801 0.03 0.02 -0.05
P -1.514737 1.458981 2.078972 0.13 0.21 0.25
C -1.527600 3.269050 2.257978 -0.01 -0.02 0.04
C -3.171665 1.126946 1.429842 0.01 -0.02 0.04
H 2.745006 0.319924 4.799294 -0.02 0.03 0.01
H 2.883045 1.454086 3.433928 0.02 -0.01 0.00
H 3.352856 -0.259919 3.253671 -0.05 0.00 -0.01
H 0.846594 -1.792246 4.819667 0.02 0.00 0.00
H 1.498321 -2.326620 3.248919 -0.01 0.01 -0.01
H -0.234226 -2.066289 3.417739 -0.01 -0.01 0.01
H 0.220915 2.006866 4.339184 0.02 -0.01 0.02
H -0.032384 0.599899 5.374542 0.00 -0.03 -0.01
H -2.258858 1.441930 4.392506 0.01 -0.01 0.01
H -1.878527 -0.179110 3.791179 -0.03 0.00 0.00
H -2.370638 3.551852 2.890241 0.00 0.00 -0.01
H -1.640653 3.738079 1.282445 0.01 -0.01 -0.01
H -0.601639 3.630755 2.698562 -0.01 -0.01 0.00
H -3.900005 1.548296 2.125160 0.00 0.02 -0.01
H -3.336271 0.057259 1.338948 0.01 -0.03 -0.01
H -3.312502 1.596706 0.455606 0.01 -0.03 -0.02
O -0.556398 0.393318 -0.776713 -0.03 -0.08 0.13
C -1.267308 -0.827849 -1.141844 -0.02 -0.01 0.04
C -1.296651 -1.736151 0.124467 -0.02 0.04 -0.10
O -1.660764 -2.883122 0.036611 0.01 -0.01 0.07
O -0.999132 -1.135287 1.247398 0.21 0.06 -0.09
C -2.695134 -0.443023 -1.544780 0.03 0.06 -0.01
C -3.816340 -1.154633 -1.136704 0.01 -0.01 0.03
C -5.084001 -0.732720 -1.515836 0.00 0.01 0.00
C -5.247657 0.397587 -2.301532 0.00 -0.01 0.01
C -4.130252 1.096779 -2.734649 0.01 0.01 -0.01
C -2.862473 0.670243 -2.370367 0.00 -0.02 0.00
C -0.569136 -1.435410 -2.353739 -0.03 -0.03 0.01
C -0.843730 -2.740808 -2.751697 0.05 -0.04 0.03
C -0.272048 -3.252785 -3.906311 0.01 0.01 -0.01
C 0.550833 -2.464338 -4.698180 -0.01 -0.01 0.00
C 0.797109 -1.152600 -4.324732 0.01 0.03 -0.01
C 0.244456 -0.640420 -3.155638 -0.03 0.03 -0.04
H -1.161724 1.138094 -0.888390 0.08 0.08 -0.05
H -3.705378 -2.040259 -0.526392 0.00 0.00 0.00
H -5.948965 -1.295186 -1.189995 0.00 0.00 0.00
H -6.238163 0.722431 -2.590083 0.00 0.00 0.00
H -4.241885 1.962379 -3.374041 0.00 0.00 0.00
H -1.999130 1.194306 -2.768767 -0.01 0.01 0.00
H -1.491489 -3.358333 -2.147795 0.00 0.01 0.00
H -0.482979 -4.273732 -4.195354 0.00 0.00 0.00
H 0.978637 -2.862949 -5.608329 0.00 0.00 0.00
H 1.402805 -0.513652 -4.956664 0.00 0.00 0.01
H 0.443028 0.385277 -2.873682 0.02 0.00 -0.01
C 5.415346 0.455822 -0.176597 0.00 0.07 -0.02
N 4.168909 -0.180296 0.231784 0.04 -0.13 0.09
C 3.159479 -0.657423 -0.482119 -0.07 -0.02 -0.14
S 1.796435 -1.353987 0.365521 0.13 0.26 0.22
N 3.124257 -0.714771 -1.801591 0.01 -0.04 0.05
C 4.093359 -0.290272 -2.805019 0.00 0.03 -0.01
H 6.060735 0.492951 0.696838 0.00 0.00 0.00
H 5.247621 1.475309 -0.523354 0.00 -0.01 -0.01
H 5.925647 -0.121453 -0.940735 0.00 0.00 0.00
H 3.994432 -0.222348 1.220896 -0.01 0.02 -0.01
H 2.279599 -1.143203 -2.159614 -0.03 0.04 0.00
H 4.470407 0.706067 -2.598284 0.00 0.01 -0.01
H 3.569916 -0.259056 -3.757071 0.00 -0.02 0.01
H 4.919313 -0.995131 -2.892473 0.01 0.01 0.01
F 1.485490 2.820354 1.851879 -0.04 -0.02 0.04
C 1.130862 2.056984 0.766876 0.15 0.08 -0.08
F 2.279087 1.969174 0.042626 0.14 -0.02 -0.10
F 0.325549 2.871807 0.014405 -0.03 0.12 -0.08